A 3-piece molecular cluster, C4H15N2O2 overall at a distorted geometry. Source: OMol25; level of theory: ωB97M-V/def2-TZVPD.

Output
Orbital gap: 8.849 eV
LUMO: -3.089 eV
Energy relative to the best compared isomer or geometry (same formula, charge and spin): 214.48 kJ/mol
Charge: +1

Each line ends with the Mulliken charge.
Element x y z (Å)
C (1.04207, 2.37746, 1.92848)  -0.98
C (-0.02837, 2.15897, 0.76963)  -0.71
C (0.18289, 1.08340, -0.20307)  0.11
C (0.60279, 1.24518, -1.54258)  0.00
N (0.77683, 0.19475, -2.44430)  -0.42
N (-0.31903, -0.33931, 0.10088)  -0.22
H (2.09916, 2.69422, 1.66058)  0.29
H (0.97224, 1.50045, 2.64267)  0.26
H (0.74871, 3.17650, 2.59579)  0.36
H (-0.88164, 1.87995, 1.34892)  0.28
H (-0.15464, 3.15698, 0.22484)  0.35
H (0.87644, 2.28159, -1.86011)  0.33
H (0.46116, -0.77391, -2.37070)  0.10
H (1.21968, 0.29616, -3.39168)  0.23
H (-1.34886, -0.47220, 0.09216)  0.35
H (-0.00420, -1.10258, -0.56190)  0.30
H (-0.00991, -0.55921, 1.05279)  0.38
H (1.02218, -3.71143, -0.23906)  0.29
H (0.93101, -3.26233, 1.26243)  0.30
O (0.82504, -2.99870, 0.28421)  -0.59
H (-2.46820, -2.97804, 0.47128)  0.32
H (-3.45894, -1.72781, 0.23841)  0.35
O (-2.57567, -2.07337, 0.65614)  -0.68

An isolated molecule of C8H13NO2 at a distorted geometry. Source: OMol25; level of theory: ωB97M-V/def2-TZVPD.

Output
Orbital gap: 10.548 eV
LUMO: 0.548 eV
Energy relative to the best compared isomer or geometry (same formula, charge and spin): 94.24 kJ/mol
Charge: 0
SMILES string: CC1(C)C[C@](O)(C#N)CCO1

Each line ends with the Mulliken charge.
Element x y z (Å)
N (-0.47927, 1.26012, 3.74808)  -0.50
C (-0.05438, 1.04624, 2.67282)  -0.41
O (1.66408, 0.93573, 1.05875)  -0.61
O (-0.90836, 0.20037, -1.28035)  -0.46
C (1.21175, -1.13987, -1.23802)  -1.41
C (-1.02172, -2.15387, -0.92507)  -1.72
C (-0.35883, 1.49736, -1.05481)  -0.49
C (-0.45814, 1.82869, 0.41473)  -0.95
C (-0.13889, -0.58751, 0.87144)  -1.31
C (0.27358, 0.81242, 1.26278)  1.45
C (-0.20256, -0.88671, -0.67124)  1.47
H (2.08139, 1.72346, 1.40318)  0.40
H (1.10797, -1.43615, -2.29907)  0.38
H (1.81928, -0.21701, -1.18952)  0.27
H (1.72038, -1.94821, -0.69353)  0.37
H (-1.97482, -2.05765, -0.40727)  0.43
H (-0.50131, -3.06793, -0.59391)  0.33
H (-1.24683, -2.20859, -1.99394)  0.41
H (0.69537, 1.53153, -1.41351)  0.24
H (-0.94810, 2.25396, -1.60981)  0.38
H (-1.51933, 1.85737, 0.71264)  0.35
H (-0.04993, 2.82110, 0.58043)  0.47
H (-1.19606, -0.71665, 1.26882)  0.39
H (0.48473, -1.34821, 1.37636)  0.52